# 1
DFT (ωB97M-V with the def2-TZVPD basis set) results for one molecule with the formula C3Cl2F2.

Its LUMO energy is 0.52 eV. The value obtained for the relative energy (zero: lowest compared OMol25 entry of this formula, charge and spin) is 44.0 kJ/mol. The calculation puts the total energy at -1234.33347 hartree. The structure (SMILES) is FC1(F)C(Cl)=C1Cl.

Each line ends with the natural charge from an NBO analysis.
Cartesian coordinates (Å):
C 0.4787 -0.5292 0.4673  -0.121
C -0.7028 0.0288 0.5693  -0.156
C 0.0519 0.2993 -0.6844  0.650
F 0.8365 1.3564 -0.9431  -0.339
F -0.3632 0.0463 -1.9148  -0.312
Cl 1.6543 -1.5516 0.9830  0.130
Cl -1.9555 0.3501 1.5228  0.148

Cartesian forces, eV/Å:
-1.1 0.0 -2.1
2.3 0.3 -1.8
0.6 0.0 1.7
0.6 1.8 0.9
-1.1 -1.9 -0.8
0.8 -0.7 0.6
-2.1 0.5 1.5

---

# 2
DFT (ωB97M-V with the def2-TZVPD basis set) results for C5H14AuGeSeTe as an isolated structure.

Its LUMO energy is 2.46 eV. The charge is -1. The value obtained for the relative energy (zero: lowest compared OMol25 entry of this formula, charge and spin) is 0.0 kJ/mol. The calculation puts the total energy at -5081.00060 hartree.

Each line ends with the natural charge from an NBO analysis.
Cartesian coordinates (Å):
Au -0.3392 -0.3973 -4.4256  0.166
C 1.3838 0.6230 1.4809  -1.098
Ge -0.4796 0.1465 1.1474  1.619
C -1.4764 1.8017 0.8864  -1.095
C -1.1780 -0.7549 2.7339  -1.090
C -0.6586 -0.9534 -0.4603  -1.059
Se 0.0536 0.0275 -2.0060  0.340
C 1.8674 -0.6819 -1.9125  -0.790
H 1.4403 1.2447 2.3763  0.226
H 1.7784 1.1957 0.6406  0.238
H 2.0160 -0.2537 1.6298  0.226
H -1.3675 2.4474 1.7592  0.223
H -2.5387 1.6094 0.7280  0.229
H -1.0935 2.3274 0.0115  0.247
H -1.0691 -0.0862 3.5903  0.224
H -0.6366 -1.6778 2.9467  0.226
H -2.2355 -0.9975 2.6194  0.228
H -1.7078 -1.1531 -0.6782  0.246
H -0.1446 -1.9148 -0.4288  0.237
H 2.2839 -0.5066 -0.9228  0.202
H 2.4450 -0.1637 -2.6714  0.249
H 1.8416 -1.7442 -2.1398  0.223
Te -0.1849 -0.1383 -6.9051  -1.219

Cartesian forces, eV/Å:
-0.1 0.1 0.1
0.1 0.0 0.0
0.0 0.0 0.0
-0.1 0.0 -0.1
0.0 -0.1 0.1
0.0 -0.2 -0.2
0.3 0.2 -0.2
-0.1 -0.1 0.2
0.0 0.0 0.0
0.0 0.0 0.0
0.0 0.0 0.0
0.0 0.0 0.0
0.0 0.0 0.0
0.0 0.0 0.0
0.0 0.0 0.0
0.0 0.0 0.0
0.0 0.0 0.0
0.0 0.0 0.0
0.0 0.0 0.1
0.0 0.0 0.0
0.0 0.0 0.0
0.0 0.0 0.0
0.0 -0.1 -0.1

---

# 3
DFT (ωB97M-V with the def2-TZVPD basis set) results for one molecule with the formula CH2N2O3Si.

Its LUMO energy is -1.04 eV. The value obtained for the relative energy (zero: lowest compared OMol25 entry of this formula, charge and spin) is 181.2 kJ/mol. The calculation puts the total energy at -663.92952 hartree. The structure (SMILES) is N#C[Si@@H](O)[N+](=O)[O-].

Each line ends with the natural charge from an NBO analysis.
Cartesian coordinates (Å):
C 0.2688 1.4834 -1.2175  -0.093
N 0.3917 2.3777 -1.8715  -0.374
N -0.5775 0.0871 1.4915  0.222
O -1.6883 0.4855 1.5333  -0.357
O 0.2158 0.1597 2.3998  -0.334
O 1.1837 -1.3204 -0.1832  -1.084
Si -0.2472 -0.5160 -0.1957  1.650
H 1.5995 -1.3272 -1.0234  0.512
H -1.1463 -1.4298 -0.9332  -0.142

Cartesian forces, eV/Å:
-1.9 -7.3 4.4
0.7 4.2 -2.9
2.7 -0.8 0.4
-3.7 1.1 -0.1
0.4 -0.3 -0.2
-1.4 0.7 1.3
2.6 1.8 -2.0
1.0 -0.2 -1.2
-0.5 0.8 0.4

---

# 4
DFT (ωB97M-V with the def2-TZVPD basis set) results for C62H59AsN4O6PbS as an isolated structure.

Its LUMO energy is -0.91 eV. The value obtained for the relative energy (zero: lowest compared OMol25 entry of this formula, charge and spin) is 0.0 kJ/mol. The calculation puts the total energy at -5895.28727 hartree.

Each line ends with the Löwdin charge.
Cartesian coordinates (Å):
Pb 0.7728 -0.1683 -0.3252  1.519
O -1.5342 -2.6355 2.3866  0.086
C -0.9968 -2.1063 1.4280  -0.476
N -0.5882 -0.8205 1.3893  0.042
C -0.5028 -0.1122 2.6027  -0.421
O 0.2533 -0.4083 3.4873  0.154
C -1.5307 0.9748 2.7800  -0.187
C -1.5677 1.6437 3.9984  0.006
C -2.5799 2.5597 4.2246  -0.047
C -3.5464 2.7344 3.2466  -0.055
C -3.4301 2.0097 2.0678  -0.139
N -2.4374 1.1642 1.8224  0.118
C -0.8921 -2.8609 0.1344  -0.189
C -1.3237 -4.1772 0.0835  0.030
C -1.2897 -4.8376 -1.1327  -0.028
C -0.8230 -4.1632 -2.2511  -0.038
C -0.3743 -2.8636 -2.0974  -0.115
N -0.4191 -2.2327 -0.9306  0.033
H -0.8072 1.4146 4.7287  0.112
H -2.6251 3.1209 5.1491  0.111
H -4.3661 3.4255 3.3901  0.105
H -4.1757 2.1063 1.2847  0.108
H -1.6793 -4.6383 0.9930  0.124
H -1.6248 -5.8635 -1.2114  0.113
H -0.7850 -4.6371 -3.2211  0.112
H 0.0312 -2.3021 -2.9332  0.121
C 7.5261 -0.9148 0.3103  0.025
C 6.3137 -0.0480 0.0113  -0.557
C 6.7418 1.2547 -0.6656  0.023
O 5.4302 -0.7408 -0.8515  -0.003
C 4.1088 -0.6222 -0.3779  -0.187
C 4.2095 -0.0163 1.0242  -0.134
O 5.6025 0.1782 1.2133  -0.014
C 3.3359 1.2731 1.2800  -0.373
O 2.1590 1.2723 0.5478  -0.330
C 4.0993 2.5787 0.8956  -0.111
C 5.2766 2.9760 1.5272  -0.038
C 5.8768 4.1823 1.2006  -0.078
C 5.3113 5.0241 0.2539  -0.092
C 4.1269 4.6509 -0.3593  -0.083
C 3.5252 3.4437 -0.0316  -0.046
C 3.1033 1.4442 2.7884  -0.132
C 4.0159 0.9933 3.7378  -0.027
C 3.8397 1.2943 5.0797  -0.070
C 2.7639 2.0653 5.4894  -0.090
C 1.8561 2.5233 4.5471  -0.086
C 2.0170 2.2013 3.2093  -0.036
C 3.3688 -1.9863 -0.4074  -0.426
O 2.1047 -1.8318 0.1494  -0.240
C 4.1633 -2.9976 0.4290  -0.140
C 5.3159 -3.5881 -0.0820  -0.035
C 6.0254 -4.5054 0.6785  -0.084
C 5.5849 -4.8522 1.9481  -0.095
C 4.4321 -4.2729 2.4559  -0.072
C 3.7237 -3.3480 1.6999  -0.015
C 3.2382 -2.5190 -1.8405  -0.135
C 2.6677 -3.7818 -1.9988  -0.032
C 2.4309 -4.3017 -3.2595  -0.094
C 2.7341 -3.5542 -4.3914  -0.095
C 3.3092 -2.3027 -4.2443  -0.074
C 3.5695 -1.7922 -2.9773  -0.020
H 8.0160 -1.1784 -0.6269  0.094
H 7.2173 -1.8261 0.8190  0.078
H 8.2201 -0.3600 0.9406  0.092
H 7.2756 1.0122 -1.5848  0.092
H 7.3940 1.8259 -0.0070  0.090
H 5.8683 1.8593 -0.9098  0.082
H 3.5411 0.0492 -1.0286  0.103
H 3.8621 -0.7424 1.7629  0.146
H 5.7340 2.3476 2.2751  0.115
H 6.7930 4.4725 1.7007  0.104
H 5.7870 5.9653 0.0084  0.098
H 3.6613 5.3040 -1.0895  0.098
H 2.5782 3.1597 -0.4666  0.064
H 4.8734 0.4061 3.4335  0.115
H 4.5557 0.9377 5.8099  0.102
H 2.6308 2.2991 6.5381  0.098
H 1.0280 3.1466 4.8612  0.098
H 1.3109 2.5311 2.4570  0.092
H 5.6625 -3.3193 -1.0708  0.124
H 6.9261 -4.9526 0.2753  0.102
H 6.1374 -5.5741 2.5363  0.098
H 4.0762 -4.5407 3.4428  0.102
H 2.8167 -2.8994 2.0840  0.117
H 2.4149 -4.3535 -1.1133  0.133
H 2.0077 -5.2936 -3.3630  0.103
H 2.5308 -3.9527 -5.3777  0.099
H 3.5700 -1.7221 -5.1212  0.102
H 4.0583 -0.8310 -2.8879  0.108
S -2.5069 -0.4154 -4.1678  1.112
C -3.5868 -0.7915 -2.8622  -0.455
C -4.8897 -1.2704 -2.9162  -0.089
C -5.5549 -1.4680 -1.7208  -0.082
C -4.9321 -1.2015 -0.4972  -0.064
C -3.6374 -0.7289 -0.4379  -0.009
C -2.9562 -0.5125 -1.6365  -0.304
N -1.6818 -0.0100 -1.7566  0.049
C -1.3075 0.0928 -2.9821  -0.562
C 0.0031 0.6076 -3.3710  -0.267
C 0.2759 1.0030 -4.6834  -0.042
C 1.4934 1.5756 -5.0053  -0.063
C 2.4480 1.7871 -4.0210  -0.053
C 2.1986 1.3725 -2.7173  -0.129
C 1.0027 0.7594 -2.4175  -0.185
H -5.3679 -1.4830 -3.8630  0.108
H -6.5723 -1.8358 -1.7344  0.104
H -5.4792 -1.3791 0.4197  0.108
H -3.1312 -0.5078 0.4937  0.082
H -0.4867 0.8703 -5.4415  0.094
H 1.6910 1.8748 -6.0264  0.110
H 3.3855 2.2726 -4.2590  0.116
H 2.9420 1.5556 -1.9525  0.086
C 0.5023 5.2106 1.2453  -0.157
C -0.8035 4.7116 0.6309  -0.434
As -0.5457 3.1903 -0.6161  1.246
C -2.3609 3.1365 -1.4417  -0.428
C -3.3081 4.3204 -1.2748  -0.166
C 0.3547 4.1633 -2.1087  -0.417
C -0.0241 5.6167 -2.3700  -0.152
H 0.3192 6.0787 1.8816  0.074
H 1.2271 5.4996 0.4816  0.051
H 0.9676 4.4402 1.8600  0.043
H -1.3149 5.5223 0.1095  0.051
H -1.4653 4.3658 1.4227  0.046
H -2.8403 2.2432 -1.0399  0.023
H -2.1897 2.9411 -2.5045  0.059
H -3.4880 4.5374 -0.2205  0.056
H -4.2721 4.0908 -1.7347  0.070
H -2.9302 5.2295 -1.7409  0.049
H 0.1543 3.5630 -3.0010  0.050
H 1.4312 4.1041 -1.9317  0.034
H -1.0802 5.7250 -2.6157  0.052
H 0.5480 6.0063 -3.2151  0.071
H 0.1950 6.2475 -1.5077  0.058

Cartesian forces, eV/Å:
0.6 -0.3 0.1
0.1 0.0 0.0
-0.2 0.0 0.2
1.1 0.7 -1.2
-0.3 -0.2 0.5
0.0 0.1 -0.2
-0.1 0.2 0.2
0.1 0.0 -0.1
0.0 0.0 0.0
0.1 0.1 0.0
-0.1 0.1 0.0
0.2 -0.1 0.1
0.0 -0.3 0.0
0.0 0.0 0.0
0.0 0.1 0.0
0.0 0.0 0.1
0.0 0.0 -0.2
0.2 -0.2 -0.1
0.0 0.0 0.1
0.0 -0.1 0.0
0.0 0.0 0.0
0.0 0.0 0.0
0.0 0.0 0.0
0.0 0.0 0.0
0.0 0.0 0.0
0.1 -0.1 0.0
-0.2 0.0 0.0
0.5 0.2 -0.2
-0.2 -0.2 0.1
0.0 -0.2 0.0
-0.4 0.1 0.0
-0.4 0.0 0.0
0.0 0.0 0.1
0.8 0.3 0.1
-0.8 -0.4 -0.1
-0.3 -0.1 -0.1
0.0 0.2 0.0
0.0 0.0 0.1
0.0 0.0 -0.1
0.0 0.0 0.0
0.1 -0.2 0.1
-0.1 -0.1 -0.1
-0.1 -0.1 -0.1
0.0 0.0 0.1
0.0 0.0 0.1
-0.1 0.0 -0.1
0.1 0.0 0.0
0.7 0.0 0.0
-0.7 0.7 -0.1
-0.2 0.0 -0.1
0.0 0.0 0.1
0.0 0.0 -0.1
0.0 0.0 0.1
0.0 0.0 0.0
0.0 0.0 0.0
-0.2 0.0 0.1
0.1 0.0 0.0
0.0 0.0 0.0
0.0 0.0 0.0
0.0 0.0 -0.1
0.1 0.0 0.0
0.1 0.0 0.0
0.0 0.0 0.0
0.0 0.0 0.0
0.0 0.0 0.0
0.0 0.0 0.0
0.0 0.0 0.0
0.1 0.0 0.0
0.1 -0.1 0.0
0.0 0.0 0.0
0.0 0.0 0.0
0.0 0.0 0.0
0.0 0.0 0.0
0.0 0.0 0.0
0.0 0.0 0.0
0.0 0.0 0.0
0.0 0.0 0.0
-0.1 0.0 0.0
0.0 0.0 0.1
0.0 0.0 0.0
0.0 0.0 0.0
0.0 0.0 0.0
0.0 0.0 0.0
0.0 0.0 0.0
0.0 0.0 0.0
0.0 0.0 0.0
0.0 0.0 0.0
0.0 0.0 0.0
0.0 0.0 0.0
0.2 0.0 0.2
0.2 0.1 0.1
-0.1 -0.1 0.0
0.0 0.0 -0.1
0.0 -0.1 0.1
0.2 0.0 0.0
-0.5 -0.1 -0.3
0.4 0.3 0.1
-0.6 -0.1 -0.2
0.3 0.1 -0.1
-0.2 0.0 0.2
0.1 0.0 -0.1
-0.1 0.0 0.0
0.2 0.2 -0.1
-0.2 -0.6 1.0
0.0 0.0 0.0
0.0 0.0 0.0
0.0 0.0 0.0
-0.1 0.0 0.0
0.0 0.1 -0.1
0.0 0.0 0.0
0.0 0.0 0.0
0.0 0.0 0.0
0.0 -0.1 -0.1
0.2 0.0 -0.1
-0.3 0.5 -0.1
0.0 -0.1 0.1
0.1 0.0 0.1
0.1 0.0 0.1
0.0 -0.1 0.1
0.0 0.0 0.0
0.0 0.0 0.0
0.1 0.1 0.0
0.0 -0.1 0.0
-0.2 -0.1 0.1
0.0 -0.1 0.0
0.0 0.0 0.0
0.0 0.0 0.0
0.0 0.0 0.0
0.0 0.0 0.0
0.0 -0.1 0.1
0.0 -0.1 0.0
0.0 0.0 0.0
0.0 0.0 0.0
0.0 0.0 0.0

---

no.,HOMO-LUMO gap (eV)
1,10.879
2,4.640
3,10.821
4,7.320